# 1
C18H40B2FN2O15P2S | wB97M-V/def2-TZVPD

As for the highest occupied orbital energy: -5.349 eV. Its total charge is -1. As for the total energy: -86496.9743 eV. The calculation puts the orbital gap at 7.1 eV. Its relative energy (zero: lowest compared OMol25 entry of this formula, charge and spin) is 0.0 kJ/mol. Its LUMO energy is 1.70 eV.

XYZ file:
```
81
Properties=species:S:1:pos:R:3:mulliken_charge:R:1
C 1.786 1.001 0.986 -0.99
C 0.996 2.041 0.192 -0.22
O 0.525 1.494 -1.023 -0.40
C -0.691 0.736 -0.865 0.04
C -1.275 0.536 -2.267 -1.01
O -2.666 0.665 -2.348 -1.16
B -3.452 -0.141 -1.433 0.04
B -3.145 -1.839 -1.375 1.75
O -3.625 -2.648 -0.337 -0.76
O -2.459 -2.531 -2.381 -0.55
C -3.254 -2.718 -3.563 -0.61
O -4.852 -0.133 -2.002 -0.68
C -5.718 0.792 -1.389 0.68
C -6.007 2.082 -2.203 -1.25
C -5.101 2.366 -3.426 -0.46
C -4.111 3.470 -3.148 0.28
O -4.469 4.544 -2.752 -0.56
O -2.795 3.250 -3.413 -0.47
P -7.331 -0.178 -1.423 -0.48
N -6.843 -1.798 -1.222 -0.45
O -7.779 -0.121 -3.026 -0.42
C -5.027 0.919 0.037 1.20
C -5.585 0.015 1.192 -1.26
C -4.538 -0.581 2.099 -0.10
N -4.582 -0.482 3.366 -0.84
S -4.909 2.586 0.799 1.11
O -4.548 2.509 2.175 -0.66
O -4.160 3.481 -0.016 -0.54
F -6.422 3.057 0.746 -0.27
O -3.715 0.547 -0.118 0.08
H 2.662 0.724 0.405 0.23
H 2.078 1.441 1.942 0.35
H 1.157 0.138 1.195 0.28
H 0.182 2.466 0.787 0.30
H 1.670 2.852 -0.091 0.33
H -1.345 1.311 -0.208 0.22
H -0.403 -0.233 -0.446 0.14
H -0.894 -0.409 -2.674 -0.02
H -0.837 1.322 -2.889 0.50
H -2.939 -3.269 -0.066 0.26
H -2.880 -2.051 -4.341 0.18
H -4.296 -2.473 -3.355 0.19
H -3.150 -3.754 -3.881 0.26
H -7.025 2.067 -2.586 0.78
H -5.960 2.989 -1.605 0.42
H -5.746 2.795 -4.197 0.57
H -4.651 1.476 -3.851 0.15
H -2.335 3.484 -2.594 0.32
H -5.910 -1.922 -0.847 0.14
H -7.536 -2.323 -0.712 0.30
H -8.706 -0.375 -3.005 0.36
H -6.228 0.633 1.825 0.68
H -6.223 -0.786 0.832 0.32
H -3.681 -1.102 1.695 0.41
H -5.397 0.063 3.652 0.28
O 8.262 -1.186 3.548 -0.83
P 7.149 -1.295 2.570 1.07
O 7.666 -0.190 1.448 -0.40
C 9.045 0.055 1.214 -0.32
C 9.708 -1.016 0.369 -0.93
O 5.917 -0.497 3.228 -0.23
C 5.856 -0.228 4.630 -0.32
C 6.325 1.183 4.915 -1.04
O 6.164 -2.010 1.520 -0.38
C 6.583 -2.532 0.260 -0.17
C 7.301 -3.859 0.393 -1.08
H 9.584 0.180 2.155 0.29
H 9.096 1.012 0.691 0.36
H 9.611 -1.999 0.835 0.15
H 10.769 -0.799 0.241 0.40
H 9.254 -1.071 -0.622 0.27
H 6.431 -0.958 5.198 0.35
H 4.811 -0.336 4.922 0.35
H 7.361 1.318 4.605 0.26
H 6.244 1.408 5.980 0.39
H 5.723 1.900 4.357 0.27
H 7.179 -1.800 -0.281 0.20
H 5.667 -2.670 -0.315 0.36
H 8.188 -3.766 1.026 0.30
H 7.607 -4.225 -0.587 0.35
H 6.648 -4.602 0.851 0.32
```

---

# 2
C56H52N3O3PTi | wB97M-V/def2-TZVPD

As for the highest occupied orbital energy: -6.910 eV. As for the total energy: -101933.5346 eV. The calculation puts the orbital gap at 7.2 eV. Its relative energy (zero: lowest compared OMol25 entry of this formula, charge and spin) is 315.8 kJ/mol. Its LUMO energy is 0.32 eV.

XYZ file:
```
116
Properties=species:S:1:pos:R:3:mulliken_charge:R:1
Ti -0.047 0.211 -0.173 0.46
O -1.243 1.416 -0.919 -0.27
C -1.289 2.396 -1.924 2.53
C 0.175 2.665 -2.319 -1.75
C 0.931 3.196 -1.146 -0.65
C 1.326 4.527 -1.093 -0.34
C 1.986 4.985 0.032 -1.43
C 2.263 4.086 1.045 -0.99
C 1.867 2.759 0.911 -0.12
C 2.332 1.761 1.928 -1.57
C 1.252 0.881 2.569 1.90
O 0.574 0.205 1.535 0.58
C 0.312 1.756 3.396 -0.28
C -0.844 2.286 2.843 0.51
C -1.659 3.131 3.583 -0.63
C -1.321 3.466 4.885 -0.80
C -0.161 2.951 5.441 -0.92
C 0.648 2.103 4.703 -0.36
C 1.913 -0.167 3.457 -0.03
C 3.286 -0.290 3.606 -0.19
C 3.825 -1.294 4.400 -1.06
C 2.996 -2.181 5.060 -0.64
C 1.620 -2.050 4.936 -0.97
C 1.090 -1.045 4.150 0.07
N 1.184 2.331 -0.158 1.37
C -1.922 3.684 -1.401 -0.08
C -2.504 3.758 -0.147 1.15
C -3.083 4.944 0.289 -1.06
C -3.088 6.063 -0.522 -0.71
C -2.525 5.991 -1.789 -0.93
C -1.952 4.811 -2.224 -0.47
C -2.128 1.866 -3.089 -0.84
C -1.577 1.410 -4.280 0.09
C -2.386 0.860 -5.268 -1.00
C -3.752 0.765 -5.076 -0.50
C -4.313 1.229 -3.896 -0.98
C -3.509 1.777 -2.915 0.26
H 0.243 3.363 -3.156 0.91
H 0.635 1.725 -2.648 0.05
H 1.100 5.183 -1.920 0.57
H 2.288 6.020 0.114 0.43
H 2.789 4.393 1.937 0.58
H 2.858 2.306 2.720 0.82
H 3.064 1.108 1.444 -0.12
H -1.119 2.043 1.824 -0.42
H -2.562 3.525 3.139 0.44
H -1.959 4.121 5.464 0.38
H 0.114 3.202 6.457 0.44
H 1.542 1.690 5.153 0.47
H 3.966 0.382 3.099 0.42
H 4.899 -1.381 4.492 0.44
H 3.416 -2.970 5.670 0.41
H 0.958 -2.736 5.446 0.42
H 0.020 -0.932 4.072 0.66
H -2.514 2.877 0.480 0.14
H -3.536 4.990 1.271 0.41
H -3.540 6.983 -0.179 0.41
H -2.539 6.855 -2.440 0.45
H -1.541 4.754 -3.223 0.37
H -0.512 1.462 -4.454 0.31
H -1.939 0.502 -6.184 0.41
H -4.381 0.331 -5.843 0.40
H -5.381 1.158 -3.739 0.42
H -3.950 2.136 -1.997 0.33
O 3.106 1.396 -2.018 -0.44
N 2.724 0.166 -1.502 0.43
C 3.535 -0.341 -0.667 -1.13
C 3.559 -1.741 -0.228 1.13
C 4.828 -2.106 0.237 -0.78
C 5.190 -3.434 0.366 -1.02
C 4.291 -4.392 -0.065 -0.88
C 3.022 -4.015 -0.484 -0.25
C 2.562 -2.700 -0.492 0.18
P 0.602 -2.147 -0.537 1.64
C 0.385 -2.800 -2.221 1.30
C 0.711 -1.946 -3.272 -0.46
C 0.523 -2.337 -4.585 -0.72
C 0.011 -3.595 -4.874 -0.86
C -0.300 -4.456 -3.838 -0.78
C -0.112 -4.063 -2.520 -0.43
C 0.128 -3.320 0.812 0.69
C -0.534 -2.769 1.902 0.19
C -0.984 -3.551 2.954 -0.49
C -0.805 -4.924 2.932 -0.79
C -0.156 -5.495 1.851 -1.33
C 0.315 -4.702 0.816 0.17
H 3.976 1.623 -1.648 0.35
H 4.429 0.238 -0.392 0.37
H 5.554 -1.332 0.456 0.34
H 6.169 -3.708 0.737 0.43
H 4.570 -5.439 -0.069 0.43
H 2.378 -4.800 -0.845 0.36
H 1.127 -0.965 -3.060 0.24
H 0.777 -1.655 -5.387 0.50
H -0.143 -3.899 -5.900 0.37
H -0.702 -5.439 -4.049 0.45
H -0.395 -4.742 -1.730 0.09
H -0.721 -1.704 1.922 -0.46
H -1.490 -3.078 3.787 0.50
H -1.171 -5.542 3.741 0.41
H -0.011 -6.566 1.803 0.44
H 0.804 -5.195 0.000 0.10
C -2.744 -1.557 -2.232 -1.28
C -2.466 -1.671 -0.727 1.45
C -2.804 -3.106 -0.304 -1.72
C -3.373 -0.722 0.058 -1.64
N -1.058 -1.319 -0.477 0.37
H -3.820 -1.628 -2.417 0.53
H -2.254 -2.361 -2.781 0.23
H -2.389 -0.608 -2.628 0.02
H -3.806 -3.342 -0.671 0.52
H -2.802 -3.235 0.774 0.34
H -2.116 -3.827 -0.738 0.24
H -4.420 -1.008 -0.080 0.49
H -3.251 0.308 -0.268 0.02
H -3.147 -0.779 1.127 0.24
```

---

# 3
C19H19Cl3NO4 | wB97M-V/def2-TZVPD

As for the highest occupied orbital energy: -2.951 eV. Its total charge is -1. As for the total energy: -67258.3853 eV. The calculation puts the orbital gap at 5.6 eV. Its relative energy (zero: lowest compared OMol25 entry of this formula, charge and spin) is 47.8 kJ/mol. Its LUMO energy is 2.66 eV.

XYZ file:
```
46
Properties=species:S:1:pos:R:3:mulliken_charge:R:1
C -4.848 -1.014 3.156 -1.23
C -4.056 -1.011 1.882 -0.23
O -2.663 -1.102 2.254 -0.20
C -1.883 -1.187 1.156 -0.44
C -0.373 -1.224 1.542 1.90
C 0.472 -1.209 0.240 0.28
O 0.214 -0.499 -0.714 -0.57
C 1.709 -2.104 0.313 -0.89
C 2.813 -1.625 1.258 -0.66
C 2.392 -1.193 2.644 -0.62
C 1.349 -2.088 3.303 -0.67
C -0.044 -2.218 2.661 -1.08
O -2.349 -1.221 0.040 -0.61
H -5.906 -0.948 2.912 0.41
H -4.689 -1.930 3.726 0.30
H -4.581 -0.163 3.784 0.24
H -4.302 -1.856 1.233 0.38
H -4.192 -0.081 1.326 0.30
H 1.376 -3.119 0.584 0.34
H 2.105 -2.144 -0.710 0.43
H 3.535 -2.452 1.347 0.32
H 3.343 -0.798 0.774 0.36
H 3.270 -1.147 3.295 0.50
H 2.025 -0.164 2.608 0.18
H 1.758 -3.102 3.369 0.27
H 1.206 -1.749 4.335 0.38
H -0.806 -2.052 3.434 0.34
H -0.230 -3.242 2.300 0.40
Cl -0.055 0.327 2.117 -0.17
C -0.862 3.274 3.280 -0.38
Cl 0.191 3.376 1.942 -0.21
C -2.278 2.904 3.033 0.36
O -2.682 2.138 2.177 -0.68
C -3.098 3.621 4.085 0.21
C -2.551 3.823 5.383 0.68
C -3.107 4.846 6.166 -0.65
C -4.157 5.576 5.655 -0.49
C -4.648 5.264 4.378 -0.40
N -4.119 4.316 3.620 -0.56
C -1.267 3.214 5.626 0.29
Cl -0.636 3.126 7.196 -0.33
C -0.497 2.805 4.536 -0.28
H -2.612 5.109 7.095 0.34
H -4.598 6.387 6.194 0.38
H -5.471 5.810 3.939 0.40
H 0.419 2.232 4.639 0.38
```